Density functional theory data (ωB97M-V/def2-TZVPD) for 9 unconnected molecules or ions with the total composition C37H90F3O9P.

Last column: Löwdin charge in e.
Element x y z (Å)
1 C 3.49 2.30 5.29  -0.06
2 C 3.65 0.91 5.83  -0.31
3 O 3.47 0.89 7.23  -0.18
4 C 3.24 -0.40 7.74  -0.38
5 P 4.70 -1.55 7.84  1.06
6 C 6.23 -0.52 7.70  -0.26
7 C 4.78 -2.55 6.26  -0.86
8 F 4.52 -1.90 5.12  0.08
9 F 6.00 -3.02 6.14  0.11
10 F 3.95 -3.56 6.30  0.11
11 H 3.62 2.26 4.22  0.07
12 H 2.51 2.69 5.52  0.08
13 H 4.22 2.97 5.72  0.08
14 H 2.95 0.25 5.33  0.12
15 H 4.64 0.54 5.60  0.10
16 H 2.42 -0.91 7.24  0.10
17 H 2.93 -0.26 8.76  0.08
18 H 6.49 -0.38 6.66  0.04
19 H 6.11 0.42 8.22  0.04
20 H 7.01 -1.09 8.17  0.02
21 C 4.82 -1.89 -1.34  -0.08
22 C 5.49 -1.00 -0.31  -0.27
23 O 4.60 -0.13 0.37  -0.18
24 C 3.56 -0.75 1.11  -0.27
25 C 4.05 -1.67 2.22  -0.08
26 H 4.29 -1.29 -2.08  0.08
27 H 5.56 -2.50 -1.85  0.08
28 H 4.09 -2.57 -0.88  0.06
29 H 6.20 -0.35 -0.81  0.12
30 H 6.06 -1.60 0.41  0.11
31 H 2.87 -1.27 0.44  0.11
32 H 2.99 0.07 1.55  0.12
33 H 4.62 -2.51 1.82  0.07
34 H 3.21 -2.06 2.78  0.07
35 H 4.70 -1.12 2.90  0.07
36 C 5.13 2.95 0.59  -0.08
37 C 4.42 4.27 0.84  -0.28
38 O 4.50 5.18 -0.25  -0.16
39 C 3.95 4.74 -1.47  -0.28
40 C 2.47 4.39 -1.40  -0.08
41 H 6.19 3.12 0.35  0.08
42 H 5.07 2.31 1.47  0.07
43 H 4.70 2.40 -0.24  0.06
44 H 4.89 4.78 1.68  0.12
45 H 3.38 4.10 1.12  0.10
46 H 4.52 3.89 -1.87  0.11
47 H 4.09 5.56 -2.17  0.12
48 H 2.27 3.57 -0.72  0.07
49 H 2.10 4.11 -2.39  0.08
50 H 1.89 5.25 -1.06  0.07
51 C -1.34 6.88 -1.63  -0.07
52 C -1.11 6.38 -3.04  -0.28
53 O -0.71 5.02 -3.12  -0.17
54 C -1.61 4.08 -2.57  -0.28
55 C -2.99 4.08 -3.21  -0.07
56 H -0.43 6.75 -1.03  0.07
57 H -1.60 7.94 -1.64  0.08
58 H -2.14 6.34 -1.13  0.06
59 H -0.31 6.95 -3.51  0.12
60 H -2.01 6.55 -3.65  0.11
61 H -1.69 4.22 -1.48  0.11
62 H -1.14 3.11 -2.72  0.12
63 H -3.50 5.03 -3.07  0.07
64 H -3.61 3.30 -2.77  0.07
65 H -2.91 3.90 -4.28  0.08
66 C -5.16 9.33 1.34  -0.08
67 C -4.92 8.82 -0.08  -0.28
68 O -4.51 7.47 -0.14  -0.17
69 C -5.42 6.52 0.40  -0.28
70 C -6.77 6.50 -0.28  -0.08
71 H -4.26 9.21 1.94  0.08
72 H -5.42 10.39 1.31  0.08
73 H -5.97 8.80 1.83  0.07
74 H -4.11 9.39 -0.53  0.12
75 H -5.80 8.99 -0.70  0.11
76 H -5.52 6.66 1.48  0.11
77 H -4.93 5.55 0.26  0.12
78 H -7.30 7.45 -0.16  0.07
79 H -7.40 5.71 0.14  0.08
80 H -6.66 6.32 -1.35  0.08
81 C -5.94 1.28 -6.92  -0.07
82 C -5.28 2.16 -5.87  -0.29
83 O -6.18 2.99 -5.17  -0.16
84 C -7.20 2.33 -4.44  -0.28
85 C -6.68 1.39 -3.36  -0.08
86 H -6.49 1.89 -7.64  0.08
87 H -5.20 0.69 -7.45  0.08
88 H -6.65 0.58 -6.47  0.05
89 H -4.58 2.83 -6.37  0.12
90 H -4.69 1.55 -5.18  0.11
91 H -7.88 1.81 -5.12  0.10
92 H -7.78 3.13 -3.97  0.12
93 H -6.10 0.57 -3.78  0.07
94 H -7.52 0.96 -2.81  0.08
95 H -6.04 1.93 -2.66  0.07
96 C -10.10 -3.59 -9.33  -0.08
97 C -8.81 -3.25 -8.61  -0.28
98 O -8.47 -1.88 -8.64  -0.16
99 C -9.39 -0.99 -8.05  -0.28
100 C -9.65 -1.25 -6.58  -0.08
101 H -10.05 -3.26 -10.37  0.08
102 H -10.28 -4.66 -9.31  0.08
103 H -10.97 -3.10 -8.87  0.06
104 H -7.98 -3.77 -9.10  0.12
105 H -8.84 -3.62 -7.58  0.11
106 H -10.33 -0.99 -8.62  0.11
107 H -8.96 0.01 -8.17  0.11
108 H -10.09 -2.23 -6.40  0.07
109 H -10.34 -0.50 -6.18  0.08
110 H -8.72 -1.20 -6.01  0.07
111 C 1.27 -8.45 3.51  -0.08
112 C 0.72 -7.04 3.52  -0.28
113 O 1.28 -6.20 4.52  -0.15
114 C 2.68 -6.00 4.44  -0.27
115 C 3.15 -5.37 3.14  -0.07
116 H 1.12 -8.92 4.49  0.08
117 H 0.76 -9.05 2.76  0.08
118 H 2.34 -8.48 3.29  0.06
119 H -0.35 -7.07 3.74  0.12
120 H 0.82 -6.58 2.53  0.11
121 H 3.21 -6.95 4.62  0.11
122 H 2.93 -5.34 5.27  0.10
123 H 2.93 -5.99 2.28  0.07
124 H 4.23 -5.20 3.17  0.06
125 H 2.65 -4.41 2.99  0.07
126 C 7.20 -6.76 4.02  -0.07
127 C 6.57 -7.20 2.71  -0.29
128 O 7.39 -8.06 1.94  -0.16
129 C 7.75 -9.28 2.54  -0.28
130 C 6.58 -10.17 2.91  -0.08
131 H 8.15 -6.26 3.84  0.08
132 H 6.53 -6.07 4.55  0.07
133 H 7.39 -7.60 4.69  0.07
134 H 6.39 -6.32 2.09  0.11
135 H 5.59 -7.66 2.88  0.10
136 H 8.39 -9.10 3.41  0.11
137 H 8.37 -9.80 1.81  0.12
138 H 5.93 -9.70 3.66  0.06
139 H 6.93 -11.11 3.33  0.08
140 H 5.97 -10.38 2.03  0.08

Properties
Energy above the lowest of the compared OMol25 structures with the same formula, charge and spin   0.0 kJ/mol
Frontier orbital gap   9.6 eV
SMILES   CCOCP(C)C(F)(F)F.CCOCC.CCOCC.CCOCC.CCOCC.CCOCC.CCOCC.CCOCC.CCOCC
M   767.086 g/mol
Electronic energy   -2781.66927 a.u.

***

Density functional theory data (ωB97M-V/def2-TZVPD) for a molecular structure, C37H91CuN6O15.

Last column: Löwdin charge in e.
Element x y z (Å)
1 Cu -2.08 -1.75 -0.45  0.33
2 O 1.77 -0.58 -0.92  0.08
3 C 0.44 -0.86 -0.80  -0.74
4 O -0.17 -0.54 0.25  -0.03
5 O -0.13 -1.36 -1.82  -0.04
6 H 1.85 -0.82 -1.88  0.07
7 C 1.97 -3.76 -1.94  -0.09
8 O 1.22 -3.97 -0.76  -0.19
9 C 0.07 -4.75 -0.93  -0.23
10 C -0.64 -4.93 0.41  -0.16
11 N -1.23 -3.63 0.77  -0.05
12 C -1.95 -3.65 2.03  -0.19
13 C -2.48 -2.29 2.45  -0.20
14 O -3.39 -1.88 1.44  -0.22
15 C -4.15 -0.73 1.82  -0.06
16 H 2.55 -4.63 -2.27  0.09
17 H 2.65 -2.95 -1.67  0.08
18 H 1.32 -3.39 -2.74  0.09
19 H 0.33 -5.75 -1.30  0.13
20 H -0.61 -4.30 -1.67  0.12
21 H 0.14 -5.24 1.12  0.12
22 H -1.40 -5.70 0.33  0.12
23 H -0.41 -3.02 0.77  0.09
24 H -1.33 -4.09 2.82  0.12
25 H -2.80 -4.34 1.98  0.11
26 H -1.68 -1.56 2.67  0.12
27 H -2.97 -2.36 3.43  0.13
28 H -4.75 -0.93 2.71  0.10
29 H -4.75 -0.49 0.95  0.08
30 H -3.44 0.08 2.00  0.08
31 C 3.65 -0.76 -3.56  -0.11
32 O 2.29 -0.99 -3.87  -0.22
33 C 2.01 -0.49 -5.18  -0.19
34 C 0.66 -1.01 -5.68  -0.19
35 N -0.45 -0.88 -4.74  -0.04
36 C -0.91 0.51 -4.57  -0.20
37 C -1.67 1.07 -5.76  -0.20
38 O -1.89 2.42 -5.40  -0.20
39 C -2.41 3.22 -6.42  -0.12
40 H 3.89 -1.14 -2.57  0.08
41 H 3.85 0.32 -3.51  0.10
42 H 4.35 -1.12 -4.32  0.09
43 H 2.74 -0.86 -5.90  0.12
44 H 2.11 0.60 -5.09  0.12
45 H 0.72 -2.05 -6.00  0.11
46 H 0.46 -0.49 -6.62  0.11
47 H -0.14 -1.13 -3.81  0.05
48 H -0.15 1.18 -4.15  0.12
49 H -1.59 0.42 -3.72  0.09
50 H -2.62 0.57 -5.96  0.13
51 H -1.08 1.00 -6.68  0.11
52 H -1.84 3.16 -7.35  0.09
53 H -2.37 4.27 -6.11  0.07
54 H -3.45 2.99 -6.70  0.09
55 C -2.91 1.21 -0.91  -0.08
56 O -3.36 -0.10 -1.09  -0.23
57 C -4.11 -0.30 -2.27  -0.18
58 C -4.57 -1.76 -2.32  -0.17
59 N -3.47 -2.71 -2.16  -0.04
60 C -3.94 -4.08 -2.08  -0.18
61 C -4.48 -4.44 -0.72  -0.23
62 O -4.68 -5.84 -0.67  -0.19
63 C -5.25 -6.28 0.53  -0.11
64 H -2.27 1.51 -1.75  0.06
65 H -2.28 1.37 -0.04  0.09
66 H -3.69 1.98 -0.87  0.10
67 H -3.45 -0.12 -3.14  0.11
68 H -4.95 0.39 -2.30  0.13
69 H -5.04 -1.85 -3.31  0.13
70 H -5.36 -1.84 -1.57  0.12
71 H -2.83 -2.61 -2.93  0.13
72 H -3.16 -4.82 -2.30  0.13
73 H -4.76 -4.27 -2.79  0.12
74 H -5.41 -3.91 -0.48  0.12
75 H -3.74 -4.23 0.06  0.10
76 H -6.13 -5.69 0.81  0.09
77 H -4.52 -6.16 1.35  0.08
78 H -5.45 -7.34 0.42  0.09
79 C -0.96 7.41 -4.10  -0.12
80 O -0.45 6.18 -3.63  -0.18
81 C -1.53 5.37 -3.17  -0.23
82 C -0.99 4.02 -2.74  -0.21
83 N -0.40 4.18 -1.41  -0.04
84 C 0.36 2.99 -1.02  -0.20
85 C 0.73 2.99 0.44  -0.23
86 O 1.90 3.77 0.62  -0.18
87 C 2.18 3.98 1.98  -0.12
88 H -1.39 7.26 -5.10  0.08
89 H -0.14 8.11 -4.24  0.09
90 H -1.73 7.87 -3.48  0.09
91 H -2.25 5.26 -4.00  0.11
92 H -2.09 5.83 -2.35  0.12
93 H -0.21 3.68 -3.43  0.12
94 H -1.74 3.24 -2.73  0.09
95 H 0.18 5.01 -1.35  0.11
96 H 1.26 2.82 -1.63  0.13
97 H -0.26 2.12 -1.30  0.09
98 H 0.90 1.96 0.76  0.10
99 H -0.09 3.40 1.05  0.12
100 H 2.22 3.02 2.51  0.06
101 H 1.37 4.53 2.48  0.09
102 H 3.15 4.45 2.09  0.08
103 C 3.98 0.59 1.13  -0.11
104 O 4.70 0.87 2.32  -0.19
105 C 5.35 2.12 2.21  -0.24
106 C 5.84 2.57 3.57  -0.21
107 N 4.80 3.17 4.43  -0.05
108 C 3.91 2.12 5.01  -0.19
109 C 2.74 2.79 5.70  -0.22
110 O 2.09 1.78 6.46  -0.19
111 C 0.92 2.25 7.05  -0.12
112 H 3.28 1.39 0.86  0.08
113 H 3.35 -0.29 1.22  0.07
114 H 4.67 0.43 0.30  0.09
115 H 4.70 2.94 1.88  0.10
116 H 6.17 2.08 1.49  0.13
117 H 6.54 3.40 3.48  0.12
118 H 6.39 1.71 4.00  0.12
119 H 5.29 3.57 5.23  0.10
120 H 4.52 1.58 5.74  0.13
121 H 3.50 1.45 4.26  0.08
122 H 2.05 3.23 4.98  0.11
123 H 3.18 3.56 6.36  0.12
124 H 0.16 2.56 6.32  0.07
125 H 1.11 3.12 7.70  0.09
126 H 0.41 1.49 7.64  0.09
127 C 4.18 -4.08 2.66  -0.11
128 O 2.88 -4.21 3.20  -0.19
129 C 1.93 -3.26 2.72  -0.20
130 C 2.22 -1.87 3.32  -0.19
131 N 1.04 -1.03 3.09  -0.04
132 C 1.30 0.34 3.53  -0.19
133 C 0.04 1.18 3.43  -0.23
134 O -0.81 0.81 4.50  -0.19
135 C -2.01 1.55 4.52  -0.11
136 H 4.77 -4.82 3.18  0.09
137 H 4.61 -3.08 2.77  0.08
138 H 4.15 -4.28 1.58  0.09
139 H 0.97 -3.64 3.03  0.11
140 H 1.98 -3.25 1.63  0.11
141 H 3.16 -1.47 2.94  0.09
142 H 2.24 -2.01 4.40  0.13
143 H 0.67 -1.10 2.14  0.07
144 H 2.11 0.78 2.94  0.08
145 H 1.64 0.29 4.56  0.11
146 H -0.39 1.07 2.43  0.10
147 H 0.28 2.25 3.53  0.11
148 H -2.51 1.56 3.55  0.07
149 H -1.76 2.54 4.92  0.08
150 H -2.67 1.09 5.27  0.09

Properties
Energy above the lowest of the compared OMol25 structures with the same formula, charge and spin   0.0 kJ/mol
Frontier orbital gap   7.8 eV
M   923.708 g/mol
Electronic energy   -4561.75712 a.u.

***

Among the records above, which one has the highest frontier orbital gap?
C37H90F3O9P

***

Among the records above, which one has the lowest electronic energy?
C37H91CuN6O15

***

Which formula does entry 2 have?
C37H91CuN6O15

***

Number 2 is which compound?
C37H91CuN6O15